[1]
This record from OMol25 describes C17H24N2O3 in the gas phase. The level of theory is wB97M-V/def2-TZVPD.

- Relative energy (zero: lowest compared OMol25 entry of this formula, charge and spin): 24.3 kcal per mole
- HOMO energy: -8.687 eV
- Largest force on an atom: 0.522 eV/A
- Multiplicity: 1
- HOMO-LUMO gap: 9.4 eV
- SMILES: COCCCNC(=O)[C@H]1CC(=O)N(CCc2ccccc2)C1
- LUMO level: 0.7 eV

Cartesian coordinates (Å):
1 C -5.1218 -1.6977 -0.6122
2 O -4.3526 -0.6788 -0.0266
3 C -4.8260 0.6195 -0.3292
4 C -3.9436 1.6650 0.3485
5 C -2.5301 1.7032 -0.2326
6 N -1.8053 0.4948 0.0828
7 C -0.6255 0.4999 0.7299
8 O -0.0159 1.5120 1.0066
9 C -0.1247 -0.9058 1.0854
10 C -0.1335 -1.8705 -0.1072
11 C 1.3044 -2.3520 -0.2575
12 O 1.7085 -3.1317 -1.0939
13 N 2.0485 -1.7678 0.6966
14 C 3.4868 -1.8772 0.7396
15 C 4.1474 -1.1224 -0.4288
16 C 3.6421 0.2901 -0.4974
17 C 4.1749 1.2775 0.3217
18 C 3.6566 2.5600 0.3055
19 C 2.5963 2.8706 -0.5280
20 C 2.0624 1.8953 -1.3513
21 C 2.5834 0.6141 -1.3364
22 C 1.3357 -0.8608 1.5615
23 H -6.1609 -1.6587 -0.2651
24 H -4.6741 -2.6422 -0.3096
25 H -5.1136 -1.6223 -1.7065
26 H -4.8223 0.7701 -1.4204
27 H -5.8642 0.7221 0.0225
28 H -4.4103 2.6420 0.2210
29 H -3.8879 1.4418 1.4146
30 H -1.9610 2.5360 0.1881
31 H -2.5819 1.8275 -1.3212
32 H -2.3383 -0.3590 -0.0087
33 H -0.7770 -1.2741 1.8820
34 H -0.4241 -1.3805 -1.0376
35 H -0.7909 -2.7276 0.0398
36 H 3.8246 -1.4742 1.6963
37 H 3.7560 -2.9362 0.6771
38 H 3.9042 -1.6499 -1.3518
39 H 5.2293 -1.1418 -0.2864
40 H 5.0004 1.0371 0.9780
41 H 4.0781 3.3181 0.9498
42 H 2.1847 3.8684 -0.5325
43 H 1.2341 2.1327 -2.0028
44 H 2.1657 -0.1486 -1.9788
45 H 1.7219 0.1617 1.4700
46 H 1.4396 -1.1794 2.6050

Löwdin population analysis, charges in e, atoms 1 to 5: number 1, C, carries -0.103; number 2, O, carries -0.221; number 3, C, carries -0.237; number 4, C, carries -0.147; number 5, C, carries -0.170

***

[2]
This record from OMol25 describes 5 unconnected molecules or ions with the total composition C21H37N5O8. The level of theory is wB97M-V/def2-TZVPD.

- Relative energy (zero: lowest compared OMol25 entry of this formula, charge and spin): 38.0 kcal per mole
- HOMO energy: -8.442 eV
- Largest force on an atom: 11.042 eV/A
- Multiplicity: 1
- HOMO-LUMO gap: 4.1 eV
- LUMO level: -4.4 eV

Cartesian coordinates (Å):
1 C 0.8873 0.7235 -2.8824
2 C 1.3496 1.9359 -1.9060
3 C 0.1069 2.7302 -1.6618
4 C 0.2705 3.7745 -0.4851
5 C 0.6454 3.0198 0.7998
6 C 1.9154 2.0585 0.6489
7 N 1.8885 1.3887 -0.6561
8 O 2.8366 0.5125 -0.6649
9 C 1.6904 0.9757 1.8202
10 C 3.1107 2.8269 0.9143
11 C 2.4906 2.6459 -2.5187
12 H 0.2769 1.3143 -3.7435
13 H 0.4166 -0.2540 -2.4497
14 H 1.7668 0.2753 -3.0863
15 H -0.8594 2.0671 -1.6053
16 H -0.0515 3.5801 -2.3512
17 H -0.6802 4.3721 -0.5039
18 H 0.9607 4.4264 -0.7182
19 H -0.1767 2.4082 0.8316
20 H 0.6577 3.5936 1.7943
21 H 0.7142 0.4433 1.4416
22 H 1.7636 1.2359 2.7595
23 H 2.3997 0.1642 1.7081
24 H 3.1067 3.6604 0.0878
25 H 3.9767 1.9510 0.8869
26 H 3.0551 3.0955 2.0317
27 H 3.2342 2.0738 -2.4429
28 H 2.7654 3.6116 -2.0102
29 H 2.2515 2.8239 -3.5810
30 N -1.1065 -1.4449 0.2037
31 O -1.6905 -1.9943 1.1699
32 O -1.5624 -0.2815 -0.2050
33 O -0.2956 -2.0931 -0.4802
34 C 1.7820 -3.9232 2.3668
35 C 3.2038 -3.4072 2.0725
36 C 4.3242 -3.7938 3.0411
37 C 4.0224 -4.9340 4.0022
38 C 2.5991 -5.5185 4.1310
39 C 1.5639 -4.9453 3.2578
40 N 5.0841 -5.4571 4.8233
41 O 4.8539 -5.4379 6.1327
42 O 6.1613 -5.6855 4.2893
43 H 0.8941 -3.4478 1.7535
44 H 3.1939 -2.6768 1.4056
45 H 5.1748 -3.0927 2.7473
46 H 2.5317 -6.3585 4.9467
47 H 0.5568 -5.2464 3.3883
48 C -3.0146 -2.5690 -5.1041
49 O -2.8802 -3.7087 -5.6039
50 N -2.0984 -1.9083 -4.4952
51 C -2.4040 -0.5879 -3.8824
52 C -0.6579 -2.4701 -4.2463
53 H -4.0745 -2.0499 -5.1195
54 H -3.0226 -0.2767 -4.4647
55 H -1.5921 0.2053 -4.0986
56 H -2.8599 -0.5108 -2.8713
57 H -0.5620 -2.9572 -5.1642
58 H -0.8069 -3.3325 -3.7639
59 H -0.0531 -1.7403 -3.8876
60 C -3.5507 2.3147 1.3613
61 O -2.9805 3.4530 1.3356
62 N -4.8516 2.3060 1.6797
63 C -5.6557 1.0422 1.8889
64 C -5.4464 3.5983 2.0514
65 H -3.1161 1.4338 1.0683
66 H -5.6461 0.7207 0.8269
67 H -6.7327 1.1109 2.2877
68 H -5.1351 0.1335 2.0968
69 H -6.4717 3.3609 2.1773
70 H -5.4153 4.5403 1.4566
71 H -5.0326 4.1957 2.9671

Löwdin population analysis, charges in e, atoms 1 to 5: number 1, C, carries 0.012; number 2, C, carries -0.463; number 3, C, carries -0.115; number 4, C, carries -0.151; number 5, C, carries -0.099

***

[3]
This record from OMol25 describes 2 unconnected molecules or ions with the total composition C2H2NO3S. The level of theory is wB97M-V/def2-TZVPD.

- Relative energy (zero: lowest compared OMol25 entry of this formula, charge and spin): 75.5 kcal per mole
- HOMO energy (alpha / beta): -4.971 / -4.971 eV
- Largest force on an atom: 4.732 eV/A
- Multiplicity: 1
- HOMO-LUMO gap (alpha / beta): 8.5 / 8.5 eV
- Charge: -1
- LUMO level (alpha / beta): 3.5 / 3.5 eV

Cartesian coordinates (Å):
1 C -1.9423 -0.1442 -0.0582
2 C -2.4918 -1.7107 -0.0988
3 N -0.4579 0.4719 -1.3079
4 O -3.3602 -1.8650 -0.8885
5 O -1.8848 -2.3359 0.7385
6 O -1.8650 2.5820 0.0496
7 S -2.6129 1.3211 0.5053
8 H 0.2817 0.2932 -0.6407
9 H -0.7915 1.4579 -1.1481

Löwdin population analysis, charges in e, atoms 1 to 5: number 1, C, carries -0.215; number 2, C, carries -0.852; number 3, N, carries 0.015; number 4, O, carries 0.030; number 5, O, carries -0.016

***

[4]
This record from OMol25 describes C17H16N2O2S in the gas phase. The level of theory is wB97M-V/def2-TZVPD.

- Relative energy (zero: lowest compared OMol25 entry of this formula, charge and spin): 29.6 kcal per mole
- HOMO energy: -8.255 eV
- Largest force on an atom: 0.926 eV/A
- Multiplicity: 1
- HOMO-LUMO gap: 7.9 eV
- SMILES: Cc1ccc(O)c(NC(=S)NC(=O)/C=C/c2ccccc2)c1
- LUMO level: -0.4 eV

Cartesian coordinates (Å):
1 C -5.0812 -1.8359 -0.7148
2 C -3.7119 -1.5683 -0.1704
3 C -2.9208 -2.5939 0.3225
4 C -1.6624 -2.3288 0.8400
5 C -1.1818 -1.0348 0.8723
6 O 0.0606 -0.7172 1.3666
7 C -1.9730 0.0175 0.3765
8 N -1.3845 1.2794 0.4431
9 C -1.7816 2.4908 0.0112
10 S -3.2830 2.9086 -0.5234
11 N -0.8312 3.4929 0.0934
12 C 0.5546 3.4463 0.1467
13 O 1.1719 4.4370 0.4711
14 C 1.1863 2.1786 -0.2583
15 C 2.3813 1.8209 0.2279
16 C 3.1160 0.6115 -0.0868
17 C 4.4284 0.4807 0.3755
18 C 5.1666 -0.6540 0.1018
19 C 4.6046 -1.6881 -0.6294
20 C 3.3004 -1.5772 -1.0860
21 C 2.5621 -0.4407 -0.8209
22 C -3.2279 -0.2654 -0.1384
23 H -5.2064 -2.8881 -0.9566
24 H -5.8344 -1.5621 0.0238
25 H -5.2614 -1.2416 -1.6074
26 H -3.2818 -3.6111 0.3061
27 H -1.0489 -3.1344 1.2206
28 H 0.5006 -1.5207 1.6643
29 H -0.4584 1.2355 0.8618
30 H -1.2178 4.4309 0.1118
31 H 0.6697 1.5937 -1.0048
32 H 2.8493 2.4886 0.9414
33 H 4.8688 1.2857 0.9459
34 H 6.1818 -0.7359 0.4611
35 H 5.1788 -2.5777 -0.8410
36 H 2.8581 -2.3835 -1.6529
37 H 1.5452 -0.3761 -1.1759
38 H -3.8369 0.5370 -0.5185

Löwdin population analysis, charges in e, atoms 1 to 5: number 1, C, carries -0.049; number 2, C, carries -0.277; number 3, C, carries -0.049; number 4, C, carries -0.021; number 5, C, carries -0.248

***

[5]
This record from OMol25 describes C4H5NO in the gas phase. The level of theory is wB97M-V/def2-TZVPD.

- Relative energy (zero: lowest compared OMol25 entry of this formula, charge and spin): 52.0 kcal per mole
- HOMO energy: -9.472 eV
- Largest force on an atom: 2.273 eV/A
- Multiplicity: 1
- HOMO-LUMO gap: 10.4 eV
- SMILES: O=C1C[C@H]2N[C@@H]12
- LUMO level: 1.0 eV

Cartesian coordinates (Å):
1 O 1.1778 -0.0382 1.9787
2 C 0.5492 -0.0878 0.9698
3 C 0.8376 -0.5978 -0.4452
4 C -0.2922 0.3522 -0.8505
5 N -1.5402 -0.0302 -0.2636
6 C -0.6338 0.6935 0.5861
7 H 1.8417 -0.3087 -0.7681
8 H 0.6677 -1.6554 -0.6686
9 H -0.2873 1.0450 -1.6779
10 H -1.5796 -1.0233 -0.0417
11 H -0.7411 1.6508 1.1808

Löwdin population analysis, charges in e, atoms 1 to 5: number 1, O, carries 0.114; number 2, C, carries -0.413; number 3, C, carries -0.031; number 4, C, carries -0.224; number 5, N, carries 0.080

***

[6]
This record from OMol25 describes C5H8N2 in the gas phase. The level of theory is wB97M-V/def2-TZVPD.

- Relative energy (zero: lowest compared OMol25 entry of this formula, charge and spin): 8.7 kcal per mole
- HOMO energy: -8.620 eV
- Largest force on an atom: 0.259 eV/A
- Multiplicity: 1
- HOMO-LUMO gap: 9.5 eV
- SMILES: Cc1cn(C)cn1
- LUMO level: 0.9 eV

Cartesian coordinates (Å):
1 C -0.4900 -0.5693 2.4048
2 C 0.1034 -0.0487 1.1395
3 C -0.5512 0.5640 0.1196
4 N 0.3307 0.6312 -0.9467
5 C -0.1808 0.3089 -2.2687
6 C 1.4892 0.0652 -0.4814
7 N 1.4090 -0.3262 0.7595
8 H -0.4084 -1.6623 2.3998
9 H 0.0066 -0.2002 3.3048
10 H -1.5533 -0.3153 2.4490
11 H -1.5616 0.9385 0.0301
12 H -1.0188 0.9645 -2.5140
13 H 0.6017 0.4077 -3.0229
14 H -0.5383 -0.7278 -2.2533
15 H 2.3617 -0.0302 -1.1202

Löwdin population analysis, charges in e, atoms 1 to 5: number 1, C, carries -0.051; number 2, C, carries -0.352; number 3, C, carries -0.065; number 4, N, carries -0.147; number 5, C, carries -0.045